1.
Computed, not measured: C2HCrFO2 as an isolated structure in a non-equilibrium geometry, with wB97M-V/def2-TZVPD.

Each line ends with the Löwdin spin population.
CARTESIAN COORDINATES (ANGSTROEM)
Cr 1.14 1.73 1.15  4.06
F -0.31 0.43 1.06  0.10
O 2.42 1.27 0.03  -0.17
O -1.79 -0.48 -1.89  0.00
C -1.11 -0.58 -0.96  0.00
C -0.35 -0.70 0.11  0.01
H -0.01 -1.66 0.51  0.00

Summary:
LUMO energy (alpha / beta)	-1.589 / -1.584	eV
spin multiplicity	5
E_HOMO (alpha / beta)	-7.2863 / -8.9955	eV
net charge	0


2.
Computed, not measured: a single C5H9NO molecule, with wB97M-V/def2-TZVPD.

Each line ends with the Mulliken charge.
CARTESIAN COORDINATES (ANGSTROEM)
O 0.23 0.87 0.79  -0.41
N 2.03 1.66 -0.35  -0.73
C 1.84 -0.73 -0.22  -0.93
C -1.34 -0.80 -0.34  -0.66
C -0.86 -0.01 0.83  0.02
C -2.08 0.43 0.10  -0.66
C 1.36 0.66 0.04  0.68
H 2.71 -0.65 -0.87  0.30
H -3.06 0.35 0.55  0.26
H 1.09 -1.37 -0.70  0.34
H -1.77 -1.77 -0.12  0.23
H -1.93 1.31 -0.54  0.25
H 1.55 2.52 -0.04  0.28
H -0.81 -0.74 -1.29  0.36
H 2.13 -1.22 0.72  0.26
H -0.97 -0.45 1.82  0.41

Summary:
LUMO energy	1.015	eV
E_HOMO	-9.7534	eV
net charge	0


3.
Computed, not measured: C34H34NbO7 as an isolated structure in a non-equilibrium geometry, with wB97M-V/def2-TZVPD.

Each line ends with the Mulliken charge.
CARTESIAN COORDINATES (ANGSTROEM)
Nb 5.57 -0.32 6.32  -0.22
O -4.86 0.58 -4.88  -0.70
O 5.40 -0.97 4.27  -0.78
O 3.76 -0.46 -3.96  -0.68
O -7.32 -3.33 -2.21  -0.69
O 1.41 2.27 6.88  -0.37
O -1.00 1.00 -2.04  -0.72
O 3.48 -0.57 6.46  -0.72
C 2.19 -0.66 -2.23  0.35
C -3.73 -1.84 -0.65  -0.46
C 3.36 3.85 6.85  -0.85
C -4.94 -2.35 -1.12  -0.70
C 1.35 2.00 -6.34  -0.42
C 1.46 0.81 7.03  -0.38
C 3.00 -1.54 -1.50  -0.64
C 1.34 -1.60 0.26  -0.85
C -7.38 -1.84 -4.03  0.10
C 0.54 -0.72 -0.46  -0.42
C 5.97 0.05 3.38  -0.01
C -6.74 -0.81 -4.71  0.07
C 0.08 2.34 -5.86  -0.66
C 2.66 -0.15 -3.53  0.54
C -5.43 -0.30 -4.25  0.57
C 0.52 1.09 -3.83  0.42
C 2.91 0.24 7.59  0.10
C 1.77 0.73 -4.32  0.15
C -5.50 -1.86 -2.31  0.23
C -9.20 -1.78 -5.62  -0.44
C -0.33 1.89 -4.60  -0.55
C -6.77 -2.41 -2.81  0.69
C -4.84 -0.85 -3.02  0.23
C 0.08 0.64 -2.49  0.64
C 5.57 -0.18 1.78  -0.70
C 2.57 -2.01 -0.26  -0.55
C -7.35 -0.25 -5.84  -0.51
C 2.45 2.79 5.98  -0.09
C -8.57 -0.73 -6.29  -0.47
C -3.06 -0.85 -1.37  0.03
C -8.60 -2.34 -4.49  -0.53
C 2.19 1.20 -5.57  -0.58
C 0.96 -0.26 -1.72  0.36
C -3.61 -0.36 -2.56  -0.82
H 3.96 -1.87 -1.89  0.45
H -1.32 2.17 -4.23  0.45
H 3.64 1.09 7.92  0.05
H 1.01 -1.96 1.24  0.43
H 3.85 3.36 7.82  0.19
H 5.61 1.15 3.63  0.16
H 3.06 1.97 5.41  0.14
H 5.68 0.84 1.21  0.29
H -3.09 0.42 -3.11  0.68
H 5.73 -2.10 6.75  0.06
H -10.15 -2.17 -5.97  0.39
H -0.58 2.95 -6.46  0.40
H -9.10 -3.16 -3.96  0.45
H -5.46 -3.12 -0.55  0.45
H 6.30 -0.97 1.31  0.23
H 3.18 0.93 -5.96  0.46
H -3.31 -2.21 0.28  0.43
H -9.04 -0.29 -7.17  0.38
H 0.66 0.53 7.86  0.22
H 2.60 4.66 7.28  0.28
H 7.37 -0.30 6.14  0.04
H 4.44 -0.51 1.66  0.08
H 4.14 4.43 6.21  0.27
H 1.67 2.35 -7.32  0.39
H 1.91 3.44 5.14  0.25
H 5.40 1.43 5.84  0.04
H -2.11 -0.46 -1.01  0.05
H 2.80 -0.51 8.50  0.23
H 3.19 -2.70 0.31  0.47
H -0.42 -0.40 -0.05  0.67
H -6.86 0.57 -6.38  0.45
H 7.15 0.03 3.53  0.24
H 1.15 0.23 6.06  0.22
H 5.63 0.07 8.08  0.06

Summary:
LUMO energy	0.114	eV
E_HOMO	-4.8987	eV
net charge	-1


4.
Computed, not measured: a single C4H7FN2 molecule in a non-equilibrium geometry, with wB97M-V/def2-TZVPD.

Each line ends with the Mulliken charge.
CARTESIAN COORDINATES (ANGSTROEM)
F -3.50 -0.08 0.28  -0.26
N -0.05 -0.98 -0.21  -0.46
N 0.79 0.17 0.22  -0.08
C -1.28 -0.72 -0.26  0.03
C 2.06 -0.31 0.79  -0.54
C -2.31 0.53 0.06  -0.21
C 1.93 0.47 -0.53  -0.38
H -1.88 0.94 0.92  0.27
H 1.84 -1.41 0.41  0.37
H -2.05 1.40 -0.69  0.26
H 2.23 0.12 1.90  0.23
H -1.95 -1.50 -0.78  0.27
H 2.05 1.51 -0.72  0.23
H 2.10 -0.15 -1.39  0.26

Summary:
LUMO energy	1.053	eV
E_HOMO	-9.0401	eV
net charge	0


5.
Computed, not measured: a 2-piece molecular cluster, C5H14S overall in a non-equilibrium geometry, with wB97M-V/def2-TZVPD.

Each line ends with the Mulliken charge.
CARTESIAN COORDINATES (ANGSTROEM)
S 1.50 -1.28 1.35  -0.07
C -2.48 1.43 -1.92  -0.33
C -1.22 1.00 -1.18  -1.01
C -2.83 0.49 -3.08  -1.14
C 2.74 -0.18 0.66  -0.85
C 0.88 -0.43 2.80  -0.80
H -3.42 -0.37 -2.74  0.30
H -1.22 -0.09 -1.04  0.31
H -1.25 1.35 -0.16  0.29
H -3.29 1.71 -1.25  0.33
H 0.40 -1.15 3.46  0.31
H 0.21 0.40 2.58  0.23
H 3.61 -0.08 1.31  0.33
H 2.42 0.82 0.34  0.29
H -0.31 1.15 -1.74  0.33
H -2.29 2.40 -2.40  0.24
H -1.96 0.27 -3.68  0.30
H 3.04 -0.71 -0.24  0.27
H 1.70 -0.06 3.35  0.29
H -3.58 0.97 -3.68  0.37

Summary:
LUMO energy	0.983	eV
E_HOMO	-8.4953	eV
net charge	0


6.
Computed, not measured: a single C6H13NO molecule in a non-equilibrium geometry, with wB97M-V/def2-TZVPD.

Each line ends with the Mulliken charge.
CARTESIAN COORDINATES (ANGSTROEM)
O 1.24 -2.58 -1.68  -0.65
N -0.34 -1.47 -0.53  -0.08
C -1.08 -0.27 -0.18  -0.88
C 0.52 -1.60 -1.58  0.61
C -0.26 0.96 0.17  -0.55
C 0.67 0.69 1.41  -0.46
C 0.56 -0.56 -2.66  -0.92
C -0.06 1.02 2.69  -1.13
H -1.87 -0.09 -0.92  0.30
H -0.12 2.10 2.83  0.31
H 0.35 1.42 -0.61  0.24
H -0.25 -0.76 -3.37  0.25
H -0.56 -2.28 0.02  0.23
H 1.63 1.18 1.30  0.36
H 0.47 0.79 3.62  0.36
H 0.88 -0.35 1.24  0.30
H -1.70 -0.46 0.70  0.40
H 0.46 0.48 -2.35  0.27
H -0.95 1.77 0.41  0.43
H -1.08 0.65 2.70  0.27
H 1.48 -0.62 -3.23  0.32

Summary:
LUMO energy	0.922	eV
E_HOMO	-9.5434	eV
net charge	0